# 1
Molecular formula: C20H51Cl6NO16P3V
Method: DFT, ωB97M-V/def2-TZVPD

Each line ends with the Mulliken charge.
Atoms and positions in Å:
V (0.334, 3.912, -0.738)  1.796
Cl (-2.724, -1.782, 7.653)  -0.188
Cl (3.367, -6.771, -0.733)  -0.175
Cl (-1.134, -0.863, -7.147)  -0.179
Cl (0.217, -8.283, -0.276)  -0.185
Cl (-3.815, -3.840, 5.006)  -0.185
Cl (-3.970, -2.070, -6.191)  -0.196
P (5.073, -2.234, -7.275)  1.061
P (-1.438, 4.392, 4.808)  1.022
P (-5.060, 2.327, -1.219)  0.998
O (-6.317, 3.284, -0.776)  -0.312
O (0.785, 0.179, 0.005)  -0.678
O (-2.930, 3.706, 4.818)  -0.244
O (4.518, -1.655, -5.839)  -0.299
O (-0.692, 3.800, 6.199)  -0.358
O (-5.561, 0.764, -0.943)  -0.316
O (-3.742, 2.729, -0.647)  -0.582
O (-5.207, 2.448, -2.886)  -0.377
O (-1.699, 5.987, 5.188)  -0.366
O (6.548, -1.615, -7.397)  -0.331
O (1.734, 4.647, -0.407)  -0.628
O (5.076, -3.697, -7.378)  -0.703
O (7.040, 0.382, 2.213)  -0.653
O (0.200, 3.914, -2.282)  -0.583
O (4.228, -1.419, -8.399)  -0.251
O (-0.667, 4.196, 3.521)  -0.577
N (4.925, 1.169, 2.547)  -0.159
C (-2.728, -1.445, -5.063)  -0.387
C (-3.671, 3.604, 6.019)  -0.674
C (6.846, -0.244, -7.466)  -0.651
C (0.113, 2.669, 6.061)  -0.715
C (-2.029, -0.274, -5.734)  -0.367
C (-0.032, -0.980, 0.090)  -0.133
C (2.362, -6.796, 0.671)  -0.408
C (5.242, 2.431, 3.240)  -0.922
C (-6.350, 1.929, -3.514)  -0.571
C (0.868, -6.711, 0.300)  -0.372
C (4.144, -1.860, -9.731)  -0.745
C (-2.011, -3.303, 7.082)  -0.499
C (-0.277, -1.569, 1.545)  -0.841
C (5.818, 0.304, 2.123)  0.732
C (-6.238, 3.959, 0.448)  -0.689
C (5.253, -1.025, 1.632)  -1.096
C (3.701, -2.410, -4.934)  -0.653
C (-5.441, 0.120, 0.376)  -0.582
C (-3.045, -4.361, 6.601)  -0.364
C (-0.540, 6.797, 5.429)  -0.637
H (-5.000, 0.796, 1.107)  0.262
H (-5.278, 4.442, 0.633)  0.302
H (-2.021, -2.258, -4.898)  0.329
H (1.150, 2.887, 6.317)  0.256
H (5.979, 0.415, -7.511)  0.302
H (4.093, -2.489, -3.920)  0.257
H (4.445, -2.861, -10.039)  0.338
H (-2.516, -5.304, 6.461)  0.292
H (0.710, -1.804, 1.944)  0.229
H (0.370, 6.263, 5.158)  0.328
H (4.687, -1.275, -10.474)  0.296
H (6.128, 2.882, 2.794)  0.306
H (-6.402, -0.245, 0.739)  0.251
H (-0.882, -2.476, 1.562)  0.315
H (-0.547, 7.120, 6.470)  0.235
H (2.669, -5.928, 1.255)  0.263
H (2.607, -7.707, 1.216)  0.313
H (6.024, -1.789, 1.531)  0.301
H (3.083, -1.749, -9.954)  0.261
H (-0.802, -0.818, 2.135)  0.212
H (-4.327, 4.458, 6.186)  0.271
H (3.517, -3.443, -5.228)  0.308
H (-0.682, 7.618, 4.726)  0.259
H (4.454, 3.171, 3.099)  0.354
H (3.987, 0.990, 2.219)  0.265
H (-1.030, -0.772, -0.296)  0.139
H (0.216, 2.187, 5.089)  0.357
H (-4.779, -0.719, 0.161)  0.253
H (-1.286, -2.972, 6.339)  0.333
H (-4.282, 2.702, 6.065)  0.263
H (4.713, -1.019, 0.686)  0.311
H (-2.716, 0.507, -6.060)  0.288
H (2.769, -1.852, -4.835)  0.256
H (7.389, 0.093, -6.582)  0.282
H (-3.221, -1.232, -4.115)  0.230
H (0.376, -1.782, -0.525)  0.193
H (-0.247, 2.031, 6.869)  0.266
H (-1.307, 0.151, -5.037)  0.284
H (-6.326, 3.301, 1.313)  0.292
H (0.309, -6.312, 1.146)  0.284
H (5.317, 2.314, 4.321)  0.269
H (-2.975, 3.504, 6.851)  0.304
H (-6.961, 4.771, 0.521)  0.289
H (4.555, -1.388, 2.388)  0.295
H (0.725, -5.973, -0.489)  0.279
H (-7.191, 1.996, -2.823)  0.292
H (-6.563, 2.461, -4.441)  0.257
H (-6.207, 0.880, -3.775)  0.219
H (-1.543, -3.627, 8.011)  0.295
H (7.495, -0.097, -8.329)  0.269
H (-3.750, -4.490, 7.422)  0.315

LUMO level   -3.2 eV
2S+1   1

# 2
Molecular formula: C9H14P
Method: DFT, ωB97M-V/def2-TZVPD

Each line ends with the natural charge from an NBO analysis.
Atoms and positions in Å:
P (-0.519, 0.901, 1.518)  0.979
C (1.437, -0.595, -0.146)  -0.339
C (-1.525, -1.059, -0.438)  -0.441
C (0.719, 2.218, 0.813)  -0.659
C (-1.729, -1.459, -1.948)  -0.589
C (-0.909, 0.268, -0.328)  -0.439
C (0.926, 1.850, -0.636)  -0.512
C (0.525, 0.471, -0.500)  0.280
C (0.575, -0.462, 2.117)  -0.796
C (1.220, -1.350, 1.004)  -0.051
H (2.295, -0.899, -0.813)  0.296
H (-2.471, -1.102, 0.044)  0.241
H (-2.706, -1.140, -2.254)  0.221
H (-1.025, -0.818, -2.539)  0.204
H (1.686, -2.348, 1.312)  0.266
H (-1.725, -2.511, -1.990)  0.234
H (0.227, 3.216, 0.983)  0.269
H (0.212, 2.488, -1.267)  0.256
H (0.008, -1.197, 2.772)  0.272
H (1.245, -0.024, 2.812)  0.271
H (-0.776, -1.798, -0.095)  0.224
H (2.067, 1.950, -0.960)  0.267
H (-1.486, 1.091, -0.889)  0.274
H (1.729, 2.310, 1.429)  0.272

LUMO level (spin up / spin down)   -5.3 / -5.3 eV
2S+1   1
ΔE to the lowest compared entry with this formula, charge and spin   0.8699 eV
Total charge   +1

# 3
Molecular formula: C2H7NO
Method: DFT, ωB97M-V/def2-TZVPD

Each line ends with the natural charge from an NBO analysis.
Atoms and positions in Å:
O (0.674, -0.533, 1.841)  -0.375
N (0.682, 0.767, 1.820)  -0.386
C (0.079, -1.188, -0.304)  -0.200
C (-0.561, 0.032, -0.834)  -0.687
H (-1.582, 0.032, -0.786)  0.219
H (-0.342, 0.914, -0.155)  0.194
H (1.287, 1.299, 1.195)  0.330
H (-0.105, 0.258, -1.870)  0.226
H (1.168, -1.463, -0.485)  0.187
H (-0.392, -1.894, 0.204)  0.171
H (-0.241, 1.149, 1.781)  0.322

LUMO level (spin up / spin down)   0.8 / 0.5 eV
2S+1   1
ΔE to the lowest compared entry with this formula, charge and spin   5.0654 eV

# 4
Molecular formula: C42H94O14
Method: DFT, ωB97M-V/def2-TZVPD

Each line ends with the Mulliken charge.
Atoms and positions in Å:
O (-0.122, -6.968, 1.993)  -0.640
O (-4.115, 2.270, 1.568)  -0.622
O (-1.127, 6.112, -2.251)  -0.503
O (-4.202, 2.276, -4.415)  -0.501
O (4.918, -2.176, 3.557)  -0.494
O (2.629, -2.691, -0.534)  -0.066
O (-2.468, -3.026, 1.909)  -0.688
O (-1.362, 2.610, 5.511)  -0.440
O (3.009, 6.133, 1.905)  -0.511
O (-3.879, -4.873, -3.280)  -0.442
O (-0.809, -3.203, 4.265)  -0.606
O (-1.166, -0.894, 0.745)  -0.103
O (2.564, 1.612, -3.016)  -0.681
O (0.072, 0.867, -4.421)  -0.082
C (3.858, -3.119, 3.765)  -0.631
C (-3.424, 3.747, 3.329)  -1.485
C (2.993, -0.897, 3.358)  1.277
C (-0.105, 0.933, -0.340)  1.383
C (-3.776, 1.170, -5.213)  0.271
C (-4.275, 1.889, -3.032)  -0.040
C (-1.420, 4.738, -2.543)  0.316
C (-0.381, 0.445, 5.482)  -0.074
C (2.068, 5.367, 1.153)  -0.385
C (-3.896, 0.398, -2.988)  0.582
C (-2.515, 3.948, 0.994)  -0.562
C (3.165, 3.989, 2.857)  -0.332
C (0.271, 6.388, -2.389)  -0.216
C (-0.338, -0.497, -4.241)  2.045
C (-0.392, -1.055, -5.680)  -0.677
C (-4.140, -0.066, -4.396)  -0.717
C (0.169, 1.228, -5.791)  -0.589
C (3.955, 5.252, 2.506)  -0.582
C (0.446, -0.086, -6.493)  -0.788
C (-4.114, -3.675, -2.556)  -0.300
C (-3.422, -5.843, -2.328)  -0.506
C (-2.974, 2.987, 2.080)  1.794
C (0.583, 1.509, 4.958)  0.742
C (4.509, -3.011, -1.888)  -0.787
C (-0.042, 4.105, -2.729)  1.078
C (4.163, -1.526, -1.822)  -0.547
C (0.564, 0.577, 0.991)  1.544
C (3.830, -3.453, -0.599)  -0.182
C (-1.715, 1.247, 5.463)  -0.381
C (2.093, 3.964, 1.779)  1.177
C (4.407, -0.876, 3.905)  -0.662
C (-2.966, -5.087, -1.063)  0.082
C (0.198, -0.889, 1.191)  1.636
C (0.045, 2.849, 5.394)  -0.411
C (0.791, -6.308, 1.142)  0.676
C (-1.287, -0.048, -0.403)  0.201
C (2.697, -1.544, -1.422)  0.357
C (2.563, -2.329, 3.659)  0.998
C (0.687, -4.792, 1.329)  0.140
C (-3.054, -3.637, -1.473)  0.209
C (2.196, -6.857, 1.380)  -1.368
C (0.796, 5.249, -3.263)  -0.661
H (-0.723, 1.733, -6.165)  0.297
H (-1.917, 4.745, -3.516)  0.340
H (4.805, -0.995, -1.118)  0.333
H (0.200, 3.621, 4.638)  0.217
H (2.365, 3.200, 1.046)  -0.177
H (2.710, 4.046, 3.848)  0.140
H (-1.434, -1.099, -6.009)  0.242
H (3.557, -4.510, -0.645)  -0.044
H (-4.316, 4.336, 3.104)  0.432
H (-3.526, 2.443, -2.464)  -0.293
H (-3.088, 4.877, 0.955)  0.494
H (2.024, -1.728, -2.262)  -0.271
H (-2.293, 0.369, -0.367)  0.251
H (-4.382, -0.176, -2.201)  0.675
H (-3.611, -5.280, -0.201)  0.288
H (5.033, -0.151, 3.386)  0.341
H (0.339, 7.357, -2.879)  0.365
H (5.588, -3.153, -1.916)  0.434
H (-0.409, -0.384, 4.775)  -0.236
H (0.761, 6.389, -1.413)  -0.052
H (-0.922, -6.442, 2.087)  0.365
H (-1.484, 4.250, 1.197)  0.121
H (-1.971, -5.348, -0.700)  -0.445
H (4.456, -3.249, 0.274)  0.288
H (-2.011, 4.213, -1.796)  -0.466
H (0.545, 5.481, -4.303)  0.361
H (0.191, 1.190, 1.811)  -1.718
H (-1.778, -3.136, 2.582)  0.243
H (0.456, -1.024, -3.703)  -0.872
H (-5.181, -0.333, -4.586)  0.414
H (1.704, 1.329, -3.375)  0.294
H (-4.348, 1.614, 2.233)  0.391
H (3.980, -3.933, 3.050)  0.181
H (3.855, 3.144, 2.889)  0.142
H (2.339, -0.117, 3.739)  -0.540
H (1.507, -0.323, -6.383)  0.295
H (4.707, 5.058, 1.728)  0.284
H (-2.665, 4.406, 3.749)  0.282
H (-3.454, -0.881, -4.639)  0.162
H (-4.229, 1.158, -6.200)  0.434
H (0.180, -0.086, -7.549)  0.407
H (1.103, 5.847, 1.309)  0.226
H (1.868, 5.058, -3.234)  0.379
H (-2.817, 0.368, -2.813)  -0.804
H (0.405, 3.210, 6.362)  0.278
H (1.122, 3.679, 2.188)  -0.571
H (-1.229, -0.655, -1.311)  -0.525
H (0.623, -4.636, 2.411)  0.239
H (0.807, -1.677, 0.732)  -1.240
H (2.383, -0.650, -0.887)  -0.402
H (4.369, -1.045, -2.784)  0.323
H (4.516, -0.756, 4.987)  0.362
H (-2.599, 3.486, 0.010)  -0.437
H (-2.564, -6.360, -2.759)  0.360
H (-2.081, -3.339, -1.879)  -0.070
H (-2.356, 0.984, 4.618)  0.139
H (-0.075, 3.154, -3.266)  -0.531
H (-1.279, -0.618, -3.708)  -0.923
H (1.576, -4.224, 1.041)  -0.442
H (0.570, -6.523, 0.089)  0.256
H (0.566, 1.543, 3.865)  -1.081
H (3.166, 1.570, -3.767)  0.291
H (-2.324, -2.127, 1.564)  0.460
H (2.841, -6.711, 0.520)  0.303
H (-1.263, -3.156, 5.115)  0.261
H (-3.784, 3.077, 4.115)  0.330
H (0.578, 0.647, -1.140)  -0.893
H (-0.025, -2.076, -5.795)  0.465
H (1.855, -2.758, 2.950)  -0.856
H (2.132, -7.919, 1.624)  0.427
H (1.603, 1.312, 5.293)  0.713
H (-5.267, 2.059, -2.616)  0.342
H (3.047, -0.784, 2.273)  -0.516
H (-0.174, -4.369, 0.814)  -0.158
H (-0.421, 1.972, -0.396)  -0.207
H (-5.107, -3.693, -2.082)  0.301
H (-3.308, -2.920, -0.692)  0.158
H (0.425, 3.786, -1.787)  -0.327
H (2.609, -6.416, 2.293)  0.191
H (0.140, -1.220, 2.234)  -0.658
H (-2.259, 1.032, 6.389)  0.311
H (2.105, -2.376, 4.654)  0.194
H (1.066, 1.842, -5.900)  0.388
H (-0.137, 0.122, 6.492)  0.427
H (0.068, -3.547, 4.474)  0.228
H (-2.680, 1.149, -5.279)  -0.537
H (-4.118, -2.796, -3.202)  0.011
H (4.472, 5.766, 3.314)  0.362
H (4.048, -3.486, -2.755)  0.264
H (3.957, -3.564, 4.761)  0.313
H (-2.189, 2.239, 2.237)  -0.763
H (1.652, 0.691, 0.999)  0.549
H (-4.182, -6.577, -2.056)  0.249
H (2.257, 5.341, 0.078)  0.194

LUMO level   0.2 eV
2S+1   1
ΔE to the lowest compared entry with this formula, charge and spin   0.5492 eV

# 5
Molecular formula: C4H8Si
Method: DFT, ωB97M-V/def2-TZVPD

Each line ends with the Löwdin spin population.
Atoms and positions in Å:
Si (1.309, -0.506, 1.495)  0.706
C (-1.175, 1.382, 0.423)  0.114
C (0.056, -0.937, -1.580)  0.099
C (0.571, -0.477, -0.277)  0.470
C (0.091, 0.506, 0.462)  0.424
H (0.168, -0.248, -2.346)  0.002
H (-1.006, -1.078, -1.567)  0.016
H (0.518, -1.874, -1.877)  0.003
H (1.108, -1.371, 2.611)  0.094
H (-0.871, 2.197, -0.230)  0.008
H (-1.800, 0.753, -0.296)  0.012
H (2.628, 0.101, 1.762)  0.046
H (-1.597, 1.553, 1.418)  0.005

LUMO level (spin up / spin down)   0.8 / -2.7 eV
2S+1   3
ΔE to the lowest compared entry with this formula, charge and spin   1.8473 eV
⟨S²⟩   2.0065

# 6
Molecular formula: C4H14O2S2
Method: DFT, ωB97M-V/def2-TZVPD

Each line ends with the natural charge from an NBO analysis.
Atoms and positions in Å:
S (1.388, -0.333, 1.437)  0.055
S (0.001, -0.051, -0.336)  0.106
O (-5.734, -0.561, 3.986)  -0.990
O (-4.322, 0.017, 1.675)  -0.941
C (1.042, 0.359, -1.745)  -0.573
C (1.926, -0.876, -1.973)  -0.424
C (1.878, 1.310, 2.149)  -0.755
C (2.779, -0.810, -3.337)  -0.633
H (0.406, 0.776, -2.590)  0.245
H (-5.691, -1.544, 4.058)  0.471
H (-5.399, -0.242, 3.100)  0.492
H (3.622, -1.456, -3.340)  0.212
H (2.059, 1.961, 1.253)  0.224
H (-4.123, 1.019, 1.821)  0.487
H (-5.048, 0.016, 0.986)  0.481
H (1.016, 1.788, 2.684)  0.225
H (2.848, 1.226, 2.720)  0.243
H (2.434, -1.251, -4.316)  0.213
H (1.352, -1.859, -1.996)  0.218
H (3.099, 0.295, -3.519)  0.197
H (2.767, -0.981, -1.183)  0.228
H (1.699, 1.197, -1.534)  0.221

SMILES   CCCSSC.O.O
LUMO level   0.1 eV
2S+1   1
ΔE to the lowest compared entry with this formula, charge and spin   1.6514 eV